(1)
The following is a quantum chemistry calculation of C3H4MgO2Rb as an isolated structure in a non-equilibrium geometry, from OMol25.

```
11
Properties=species:S:1:pos:R:3:forces:R:3
O -0.58746 0.69224 1.19856 0.27 0.02 0.00
Mg 0.35494 2.34088 0.84852 -0.15 0.60 0.18
C -0.42177 -0.47673 0.78481 -1.17 -0.56 0.31
O 0.73266 -0.67143 0.04714 0.56 -0.22 -0.31
C 1.68441 0.29347 -0.11184 0.13 0.23 -0.41
C 1.58833 1.28219 -1.01925 0.33 -0.21 0.18
H 2.55808 0.17300 0.53628 -0.22 0.11 -0.16
H 2.43267 1.96190 -1.15131 -0.29 -0.20 -0.04
H 0.75158 1.33890 -1.72203 0.25 -0.03 0.26
Rb -3.49190 -3.42881 1.10332 0.62 0.26 0.23
H -5.60154 -3.50561 -0.51419 -0.33 -0.01 -0.25
```
Positions in Å, forces in eV/Å.

Its spin multiplicity is 1. The net charge is +1.

Atom charges from the Löwdin analysis, given in e for atoms 1 to 2: number 1, O, carries -0.30; number 2, Mg, carries 0.78

(2)
The following is a quantum chemistry calculation of a 2-piece molecular cluster, C4H10NO3 overall in a non-equilibrium geometry, from OMol25.

```
18
Properties=species:S:1:pos:R:3:forces:R:3
O 0.43636 1.43042 1.90487 0.51 -0.32 -0.87
C -0.35538 0.78572 1.15738 -1.48 1.43 2.93
O -1.07692 -0.14899 1.59354 0.03 -0.70 -1.14
C -0.74744 1.43968 -0.16393 0.10 -1.24 -0.43
C -0.50498 0.41337 -1.34161 -2.12 2.83 0.29
C 0.80169 -0.27363 -1.19505 1.67 -0.53 -2.18
N 0.84566 -1.58356 -1.90815 0.53 0.07 0.30
H -0.18409 2.36207 -0.22006 0.47 0.03 -0.51
H -1.79430 1.75366 -0.08248 0.03 -0.35 -0.10
H -0.58840 1.03948 -2.24007 0.98 0.13 -0.28
H -1.41981 -0.13942 -1.59955 0.40 -0.95 1.21
H 1.53953 0.35993 -1.75501 -0.39 -0.28 0.46
H 1.25934 -0.31366 -0.20376 -0.72 -0.39 0.12
H 0.10414 -1.64833 -2.58814 -0.13 0.06 0.04
H 0.78638 -2.39455 -1.30926 -0.18 0.21 0.25
H -0.15780 -1.56306 3.02664 0.25 0.13 -0.23
H 0.40668 -0.28114 3.47226 0.56 -0.61 -0.44
O 0.64933 -1.23798 3.45237 -0.51 0.50 0.58
```
Positions in Å, forces in eV/Å.

Its spin multiplicity is 1. The net charge is -1. For the energy relative to the best compared isomer or geometry (same formula, charge and spin), the calculation gives 33.6 kcal/mol.

Atom charges from the Löwdin analysis, given in e for atoms 1 to 2: number 1, O, carries -0.09; number 2, C, carries -0.76

(3)
The following is a quantum chemistry calculation of a 3-piece molecular cluster, C4H16NO2 overall in a non-equilibrium geometry, from OMol25.

```
23
Properties=species:S:1:pos:R:3:forces:R:3
C -0.11891 -1.32102 -0.55461 -0.14 -0.42 0.74
C -0.58430 0.09166 -0.88632 0.48 -0.13 0.03
C -2.03059 0.32467 -0.45604 0.12 -0.02 -0.32
C -2.20561 0.43577 1.05912 0.53 0.15 -0.12
N 1.38216 -1.38481 -0.42908 -0.59 0.34 -0.98
H -0.44045 -1.69854 0.42569 -0.25 0.54 -0.09
H -0.53183 -2.07497 -1.22488 0.55 0.12 -0.42
H 0.15152 0.79458 -0.46619 -0.66 -0.05 0.31
H -0.46891 0.28563 -1.95627 -0.09 -0.29 -0.06
H -2.37761 1.21639 -0.97825 -0.10 0.22 0.24
H -2.67140 -0.46109 -0.87297 0.21 -0.17 0.14
H -1.40935 -0.08106 1.59703 0.02 -0.23 -0.11
H -3.13917 -0.00768 1.39082 -0.21 0.35 0.14
H -2.08199 1.47868 1.36193 -0.45 -0.07 0.12
H 1.74438 -2.33417 -0.66941 0.11 -0.27 0.50
H 1.65335 -1.04849 0.52583 0.30 -0.44 -0.29
H 1.82748 -0.78441 -1.14681 0.06 0.13 0.06
H 2.07741 2.97741 -1.66738 0.17 -0.31 -0.02
H 0.71619 3.24710 -1.12929 -0.19 -0.19 0.10
O 1.31772 2.51097 -1.29809 0.13 0.63 -0.11
H 2.25113 -1.41734 2.85282 0.07 0.16 0.09
H 2.58418 0.06678 2.42015 0.02 -0.08 0.24
O 2.35460 -0.81606 2.10218 -0.07 0.01 -0.19
```
Positions in Å, forces in eV/Å.

Its spin multiplicity is 2. As for the expectation value of S²: 0.750. For the energy relative to the best compared isomer or geometry (same formula, charge and spin), the calculation gives 4.4 kcal/mol.

Atom charges from the Löwdin analysis, given in e for atoms 1 to 2: number 1, C, carries -0.28; number 2, C, carries -0.25

(4)
The following is a quantum chemistry calculation of one molecule with the formula C3H12N4 in a non-equilibrium geometry, from OMol25.

```
19
Properties=species:S:1:pos:R:3:forces:R:3
C 0.37965 0.24442 0.18059 -1.39 0.77 0.60
C 0.98547 1.63973 0.42216 0.08 0.13 0.07
C 0.89663 -0.72724 1.25226 -0.41 -0.13 0.12
N 0.76236 -0.15765 -1.17493 -2.00 -0.76 -1.80
N -1.09781 0.44850 0.22375 0.92 0.84 1.20
N -0.44527 -0.91489 -1.90456 2.20 -0.08 -0.05
N -1.93271 -0.63382 0.64800 0.63 -0.67 -0.37
H 1.52310 -0.83893 -1.11041 -0.65 -0.17 -0.26
H -1.38633 1.06085 -0.53701 -0.19 -0.66 0.07
H -1.37035 -0.49926 -1.77458 0.85 0.43 0.61
H -0.26198 -0.73595 -2.89679 0.26 -0.09 0.47
H -1.67636 -1.49306 0.14868 -0.37 0.33 -0.13
H -2.92343 -0.45366 0.50063 0.44 0.34 0.01
H 0.66174 2.04056 1.38905 0.07 -0.19 -0.13
H 0.68199 -1.76584 0.98080 -0.11 0.13 0.08
H 0.68655 2.34875 -0.35886 -0.07 -0.24 0.07
H 2.08006 1.59676 0.40961 -0.12 -0.06 -0.05
H 1.98246 -0.64141 1.36848 -0.13 0.13 -0.23
H 0.45422 -0.51785 2.23314 -0.02 -0.03 -0.27
```
Positions in Å, forces in eV/Å.

Its spin multiplicity is 1. As for the SMILES: CC(C)(NN)NN. For the energy relative to the best compared isomer or geometry (same formula, charge and spin), the calculation gives 72.9 kcal/mol.

Atom charges from the Löwdin analysis, given in e for atoms 1 to 2: number 1, C, carries -0.62; number 2, C, carries -0.06

(5)
The following is a quantum chemistry calculation of C26H28FN7O5SSc as an isolated structure in a non-equilibrium geometry, from OMol25.

```
69
Properties=species:S:1:pos:R:3:forces:R:3
Sc 2.86092 -0.72008 -0.57133 0.98 2.37 -2.52
N 7.76335 -5.37855 -3.26419 -0.29 0.33 0.50
C 6.46990 -4.84564 -3.12556 -0.08 -0.40 -0.83
C 6.17394 -3.57937 -3.64309 -0.54 0.33 0.27
C 4.86991 -3.08005 -3.60022 0.33 -0.34 0.23
C 3.84962 -3.87263 -3.07394 -0.41 0.33 0.56
C 4.11142 -5.16848 -2.63413 0.47 0.12 0.04
C 5.42039 -5.65574 -2.67613 -0.49 0.33 0.24
S 2.15040 -3.22860 -3.05223 1.34 -3.68 -4.55
O 2.12756 -2.44511 -4.29214 -0.52 0.49 2.40
O 1.32992 -4.43821 -3.13509 0.18 1.63 1.20
N 2.00163 -2.32806 -1.74597 1.24 1.71 5.59
C 2.27814 -2.88870 -0.33842 -1.21 -3.54 -0.01
N 2.68894 -2.16833 0.98802 -0.86 -1.08 -3.55
C 2.80322 -2.91343 2.08826 -0.19 0.29 -1.09
C 2.56421 -4.26360 2.09139 -0.16 -0.45 -0.11
C 2.19689 -4.84241 0.89097 -0.11 0.00 -0.79
N 2.05225 -4.20663 -0.29173 0.55 0.71 1.45
H 8.47724 -4.65772 -3.26647 -0.03 -0.32 0.02
H 7.95190 -6.10810 -2.58496 0.16 0.19 -0.22
H 6.95418 -2.96596 -4.08209 0.02 -0.10 0.06
H 4.64332 -2.09096 -3.98759 0.00 -0.14 0.02
H 3.29852 -5.78721 -2.26473 0.11 0.11 -0.14
H 5.60853 -6.67298 -2.34906 0.11 0.06 -0.04
H 3.09282 -2.38178 2.98611 0.05 0.18 -0.07
H 2.65417 -4.85248 2.99237 0.00 0.02 -0.03
H 1.98937 -5.90790 0.83896 0.04 0.06 0.05
C -0.67665 5.49979 2.19744 -0.10 0.25 -0.07
C -0.65040 4.18282 2.95898 0.24 0.52 0.07
N -0.23698 3.07701 2.08485 0.33 -1.33 -0.46
C 1.09699 2.68633 2.05076 -1.28 1.51 1.05
C 1.63433 1.66630 1.36374 -0.95 -1.49 -1.46
C 3.13722 1.38265 1.48665 0.71 2.61 3.47
O 3.70180 1.94811 2.47594 -1.34 -1.61 -2.70
O 3.67317 0.65758 0.60647 0.29 -0.28 0.02
C 0.70434 0.87270 0.53946 -0.48 2.33 1.71
O 1.01833 -0.07333 -0.17065 -0.10 -1.15 -0.59
C -0.73384 1.24334 0.57358 1.05 -0.04 0.19
C -1.63120 0.47276 -0.16965 -0.77 0.51 0.13
C -2.97869 0.79713 -0.17914 1.00 -0.05 0.26
F -3.78397 0.00546 -0.90575 -0.16 -0.22 -0.13
C -3.49539 1.89568 0.53696 1.29 0.37 0.27
C -2.54830 2.66095 1.25900 -0.17 -0.06 -0.05
C -1.17171 2.34675 1.32436 -0.27 0.05 0.04
N -4.85027 2.29058 0.50046 -0.44 0.46 0.00
C -5.77060 1.52377 -0.38322 -0.02 0.39 0.25
C -7.17940 2.15974 -0.39960 -0.11 -0.10 0.41
N -7.07351 3.59701 0.03044 0.85 -0.03 -0.28
C -6.61349 3.73381 1.46211 0.06 0.18 0.14
C -5.47394 2.73084 1.76933 -0.59 -0.62 -0.57
H -0.97344 6.31527 2.86437 0.05 -0.09 -0.08
H -1.38303 5.47029 1.36224 0.07 -0.02 0.06
H 0.31167 5.73658 1.78984 -0.15 -0.07 0.09
H -1.61965 3.98625 3.43139 0.15 -0.28 -0.28
H 0.05126 4.28051 3.79813 -0.01 -0.33 -0.34
H 1.74716 3.29966 2.67508 -0.04 -0.23 -0.12
H -1.28229 -0.38211 -0.74383 -0.02 0.17 0.10
H -2.88360 3.56227 1.75583 -0.06 -0.08 -0.02
H -5.86275 0.48081 -0.05755 -0.09 0.17 -0.18
H -5.39203 1.54922 -1.41222 0.11 -0.09 0.44
H -7.86010 1.66535 0.30151 0.08 0.17 -0.15
H -7.61830 2.14353 -1.40147 0.09 -0.08 0.23
H -7.93090 4.12802 -0.15329 0.17 -0.17 0.14
H -6.31766 4.00344 -0.54304 -0.36 -0.01 0.12
H -7.48107 3.57365 2.10921 0.17 0.04 -0.14
H -6.26845 4.76725 1.56524 -0.13 -0.18 0.03
H -5.88874 1.85388 2.28331 -0.03 0.06 0.06
H -4.78814 3.20380 2.47754 0.05 -0.17 -0.48
H 2.95953 0.45328 -2.01181 0.21 -0.23 0.15
```
Positions in Å, forces in eV/Å.

Its spin multiplicity is 1. The net charge is +1. For the energy relative to the best compared isomer or geometry (same formula, charge and spin), the calculation gives 6.7 kcal/mol.

Atom charges from the Löwdin analysis, given in e for atoms 1 to 2: number 1, Sc, carries 0.88; number 2, N, carries 0.09

(6)
The following is a quantum chemistry calculation of a 2-piece molecular cluster, C4H9O4Si overall in a non-equilibrium geometry, from OMol25.

```
18
Properties=species:S:1:pos:R:3:forces:R:3
C -0.94486 -2.27375 2.07440 -0.28 2.90 1.86
C 1.61655 0.72743 1.45728 -2.05 -0.35 1.42
C -0.14603 -2.01821 -1.93206 -1.61 1.71 -3.79
C -1.55628 1.33589 0.12761 -0.79 -1.23 -6.09
O -1.16906 -3.31401 1.60739 -0.23 -2.78 -2.37
O -0.91976 -1.74684 3.16249 0.52 0.82 -0.33
O 1.11407 0.04863 0.34553 -1.28 0.52 -1.56
O -0.75450 -0.84373 -1.49443 -0.40 0.84 2.42
Si -0.59188 -0.33761 0.18122 0.30 -1.19 -0.02
H 2.70835 0.82912 1.26537 -0.76 0.51 0.66
H 1.36398 -0.01367 2.29399 0.98 1.37 -0.21
H 0.98031 1.74168 1.74109 1.94 -2.05 -0.87
H -0.71428 -2.19254 -2.97690 1.91 -0.05 1.82
H -0.20947 -2.90292 -1.40455 -0.88 -1.73 1.86
H 0.89004 -1.79566 -1.97830 1.30 -0.14 -0.96
H -1.03004 2.05941 -0.61907 -0.67 -0.97 1.48
H -2.63897 1.16748 -0.40989 2.50 0.21 1.57
H -1.66402 1.70707 1.05682 -0.50 1.60 3.09
```
Positions in Å, forces in eV/Å.

Its spin multiplicity is 1. The net charge is -1. For the energy relative to the best compared isomer or geometry (same formula, charge and spin), the calculation gives 41.9 kcal/mol.

Atom charges from the Löwdin analysis, given in e for atoms 1 to 2: number 1, C, carries -0.68; number 2, C, carries -0.23

(7)
The following is a quantum chemistry calculation of C23H41N2P3SeSm as an isolated structure in a non-equilibrium geometry, from OMol25.

```
71
Properties=species:S:1:pos:R:3:forces:R:3
Sm 0.01947 -0.00507 1.09361 -2.67 -0.03 0.92
P -2.47137 -0.10980 0.29318 0.88 0.07 -0.18
P 0.19249 -2.56161 0.70962 0.01 0.80 -1.16
P -0.00420 2.55511 0.64368 -0.09 -0.93 -0.79
H 1.60293 -0.89197 -1.22869 -0.41 -0.36 0.05
C 1.62042 0.03176 -0.67570 5.25 0.23 2.55
C 2.27149 0.07570 0.61498 1.48 -0.06 -5.78
H 2.71522 -0.81787 1.03218 -0.37 -0.21 0.22
C -2.67363 -0.14487 -1.44270 -0.67 -0.08 -1.30
C -3.29712 -1.52025 0.93218 -1.02 -0.85 0.31
C -3.42064 1.23782 0.88083 -1.15 0.78 0.46
C 1.86422 -3.08356 0.71468 1.13 -0.93 0.21
C -0.62272 -3.54549 1.87053 -0.76 -1.51 1.29
C -0.42242 -2.98433 -0.90262 -0.04 -0.71 -0.65
C 1.63020 3.19421 0.62374 0.98 0.92 0.10
C -0.87313 3.46853 1.82671 -0.80 1.42 1.06
C -0.66584 2.91393 -0.95128 -0.19 0.85 -0.85
H 1.53151 0.93445 -1.25766 -0.46 0.31 0.02
H 2.64779 1.01093 1.00395 -0.34 0.19 0.14
H -3.76034 -0.19462 -1.58218 0.08 0.00 -0.52
H -2.20626 -1.01561 -1.91317 -0.17 0.12 0.09
H -2.28399 0.75247 -1.93419 -0.14 -0.13 0.09
H -4.32148 -1.37477 0.57722 -0.23 -0.49 0.27
H -3.29447 -1.54741 2.02828 -0.23 0.06 -0.28
H -2.91725 -2.47107 0.55685 -0.13 0.16 -0.05
H -4.42860 0.98201 0.53979 -0.26 0.49 0.24
H -3.13196 2.20128 0.46072 -0.12 -0.17 -0.04
H -3.41560 1.31351 1.97713 -0.09 -0.08 -0.27
H 1.76830 -4.15536 0.54319 0.71 -0.27 0.00
H 2.35085 -2.90535 1.68553 -0.17 -0.23 -0.24
H 2.48015 -2.63528 -0.06989 -0.18 -0.21 -0.01
H -0.70923 -4.51233 1.37456 -0.25 -0.44 0.48
H -1.61668 -3.20152 2.18438 0.34 -0.22 -0.27
H 0.00431 -3.64676 2.76654 -0.17 -0.13 -0.17
H -0.13333 -4.03545 -1.00483 -0.25 -0.04 -0.58
H 0.03228 -2.39257 -1.71033 -0.09 -0.26 0.21
H -1.50809 -2.89543 -0.97208 0.16 -0.15 -0.01
H 1.45137 4.24934 0.42273 0.70 0.36 0.00
H 2.26739 2.76950 -0.15767 -0.19 0.21 0.01
H 2.14233 3.08139 1.59051 -0.18 0.24 -0.23
H -0.82532 4.48479 1.43175 -0.35 0.41 0.52
H -0.38181 3.43191 2.80680 -0.07 0.12 -0.21
H -1.91840 3.16625 1.95387 0.31 0.16 -0.10
H -0.48706 3.98929 -1.05143 -0.27 0.03 -0.63
H -1.73692 2.71248 -1.02168 0.18 0.17 0.00
H -0.15327 2.37378 -1.75964 -0.10 0.23 0.17
C 0.90223 0.09553 -5.50806 1.73 0.13 -0.81
C 2.01402 -0.09191 -4.65373 -0.81 0.17 -0.60
C 3.31131 -0.03393 -5.15532 0.02 0.09 -0.41
C 3.53734 0.21090 -6.51650 -0.38 -0.01 0.12
C 2.44386 0.39871 -7.37674 0.41 -0.09 0.43
C 1.14648 0.34284 -6.88535 -0.53 -0.17 0.97
Se -0.90279 0.03918 -4.93052 0.11 -0.22 1.41
H -0.52609 -0.24239 -3.46408 -0.26 0.19 -1.15
H 1.84191 -0.28260 -3.59597 0.06 -0.03 -0.06
H 4.15415 -0.18084 -4.48078 -0.16 0.02 -0.18
H 4.55566 0.25529 -6.90532 -0.33 -0.02 0.13
H 2.60980 0.58928 -8.43472 -0.04 -0.04 0.22
H 0.29743 0.48871 -7.55362 0.25 -0.03 0.07
N 0.00523 -0.00211 8.33135 -0.04 -0.02 7.08
C 0.01004 -0.00035 7.23142 0.19 0.05 -6.77
C 0.00754 0.00196 5.80461 -0.19 0.04 0.06
C -0.96437 -0.77547 5.15172 0.27 0.24 -0.11
C -0.97305 -0.73545 3.77630 -0.22 -0.21 1.33
N -0.07105 0.03208 3.17410 0.28 0.05 0.69
C 0.88006 0.78464 3.72413 -0.47 -0.43 2.20
C 0.93784 0.79168 5.10770 0.00 0.00 -0.20
H -1.67629 -1.37610 5.69230 -0.03 -0.04 0.24
H -1.71109 -1.34595 3.21095 0.83 0.74 0.14
H 1.58488 1.36777 3.12576 -0.31 -0.24 -0.14
H 1.67338 1.38647 5.62642 0.03 0.00 0.19
```
Positions in Å, forces in eV/Å.

Its spin multiplicity is 6. The net charge is +3. As for the expectation value of S²: 8.782. For the energy relative to the best compared isomer or geometry (same formula, charge and spin), the calculation gives 119.5 kcal/mol.

Atom charges from the Löwdin analysis, given in e for atoms 1 to 2: number 1, Sm, carries 1.06; number 2, P, carries 0.62

Number 1: E -490.97760 hartree. Number 2: E -438.93175 hartree. Number 3: E -367.10421 hartree. Number 4: E -340.41423 hartree. Number 5: E -3025.57934 hartree. Number 6: E -748.30850 hartree. Number 7: E -5092.76058 hartree.